Entry 1:
Entry from OMol25: 2 unconnected molecules or ions with the total composition C4H8NO3 (wB97M-V/def2-TZVPD).

Properties
gap between HOMO and LUMO: 0.25004 Ha
E: -437.7144 hartree
E_LUMO: 0.123 Ha

ORCA input file:
```
! RIJCOSX wB97M-V def2-TZVPD def2/J DEFGRID3
* xyz -1 1
C -0.933 -2.330 0.692
C 0.615 -2.298 0.153
O 0.876 -1.166 -0.282
O 1.058 -3.454 0.290
H -0.915 -1.885 1.693
H -1.277 -3.268 0.663
H -1.333 -1.629 0.014
C -1.634 2.436 0.115
C -0.235 2.314 -0.388
O 0.145 2.439 -1.551
N 0.712 1.914 0.556
H 1.185 1.097 0.289
H 0.516 1.940 1.522
H -1.897 2.358 1.259
H -2.362 1.530 -0.159
H -2.421 3.173 -0.264
*
```



Entry 2:
Entry from OMol25: a molecular structure, C37H38Cr2N7O4 (wB97M-V/def2-TZVPD).

Properties
gap between HOMO and LUMO (alpha / beta): 0.28419 / 0.32187 Ha
E: -4205.7876 hartree
E_LUMO (alpha / beta): -0.080 / -0.085 Ha

ORCA input file:
```
! RIJCOSX wB97M-V def2-TZVPD def2/J DEFGRID3
* xyz 1 9
Cr -20.484 18.420 -4.388
Cr -19.828 21.102 -6.238
C -22.855 20.627 -5.490
O -21.588 20.121 -5.244
H -23.468 20.008 -6.160
H -23.406 20.775 -4.546
H -22.891 21.629 -5.957
C -18.390 18.901 -5.614
O -18.940 19.244 -6.775
O -18.527 17.731 -5.070
O -18.768 19.818 -4.757
N -17.935 22.317 -6.699
C -17.909 23.655 -6.780
C -16.782 24.379 -7.099
C -15.569 23.702 -7.218
C -15.557 22.335 -7.051
C -16.759 21.699 -6.785
H -18.869 24.141 -6.658
H -16.849 25.435 -7.313
H -14.695 24.307 -7.425
H -14.655 21.745 -7.120
H -16.758 20.622 -6.674
N -14.414 20.890 -1.201
C -15.266 20.332 -2.053
C -15.764 21.022 -3.151
C -15.350 22.315 -3.376
C -14.429 22.903 -2.528
C -14.017 22.138 -1.442
H -15.622 19.322 -1.871
H -16.393 20.521 -3.879
H -15.821 22.855 -4.192
H -14.026 23.894 -2.678
H -13.324 22.518 -0.699
N -21.719 16.983 -5.452
C -21.327 16.881 -6.723
C -21.932 16.055 -7.653
C -22.936 15.210 -7.217
C -23.344 15.283 -5.890
C -22.779 16.252 -5.092
H -20.493 17.497 -7.051
H -21.601 15.999 -8.680
H -23.360 14.443 -7.853
H -24.176 14.698 -5.529
H -23.108 16.386 -4.067
N -20.490 19.601 -2.516
C -19.400 19.479 -1.754
C -19.159 20.187 -0.584
C -20.214 20.913 -0.055
C -21.436 20.902 -0.714
C -21.484 20.292 -1.957
H -18.579 18.910 -2.183
H -18.188 20.091 -0.123
H -20.044 21.582 0.782
H -22.269 21.522 -0.420
H -22.350 20.475 -2.586
N -16.397 14.163 -5.627
C -16.951 15.180 -6.284
C -18.180 15.081 -6.911
C -18.791 13.837 -6.984
C -18.197 12.753 -6.359
C -17.018 12.994 -5.658
H -16.480 16.147 -6.159
H -18.702 15.932 -7.326
H -19.719 13.707 -7.530
H -18.621 11.761 -6.422
H -16.545 12.172 -5.128
N -20.167 22.740 -4.893
C -19.588 22.746 -3.696
C -19.854 23.684 -2.717
C -20.690 24.740 -3.028
C -21.336 24.722 -4.266
C -21.073 23.698 -5.143
H -18.886 21.935 -3.524
H -19.324 23.603 -1.779
H -20.911 25.570 -2.371
H -22.039 25.517 -4.471
H -21.582 23.659 -6.100
N -20.409 16.614 -2.729
C -19.779 15.554 -3.222
C -19.639 14.358 -2.525
C -20.226 14.236 -1.281
C -20.905 15.343 -0.777
C -20.953 16.504 -1.521
H -19.323 15.611 -4.206
H -19.112 13.530 -2.978
H -20.076 13.355 -0.672
H -21.442 15.272 0.160
H -21.539 17.341 -1.157
*
```



Entry 3:
Entry from OMol25: a molecular structure, C53H47N8P2SSe2Ti (wB97M-V/def2-TZVPD).

Properties
gap between HOMO and LUMO: 0.21704 Ha
E: -9218.9481 hartree
E_LUMO: -0.132 Ha

ORCA input file:
```
! RIJCOSX wB97M-V def2-TZVPD def2/J DEFGRID3
* xyz 1 1
Ti -0.537 -1.790 -0.504
C 0.672 -2.442 -4.029
C -0.513 -3.060 -3.349
C -1.514 -3.608 -4.132
C -2.857 -3.667 -3.745
C -3.418 -3.599 -2.484
C -2.735 -3.881 -1.295
N -0.663 -2.946 -2.012
C -2.876 -3.864 1.196
C -2.936 -4.607 2.362
C -2.486 -4.026 3.535
C -2.181 -2.677 3.541
C -2.266 -1.966 2.351
N -2.437 -2.597 1.174
C -2.503 -0.492 2.353
C -2.278 0.283 3.482
C -2.817 1.558 3.514
C -3.541 2.014 2.429
C -3.692 1.181 1.322
C -4.555 1.594 0.167
N -3.165 -0.039 1.286
H 1.324 -3.229 -4.413
H 1.245 -1.811 -3.363
H 0.333 -1.843 -4.874
H -1.296 -3.716 -5.186
H -3.563 -3.737 -4.567
H -4.499 -3.549 -2.426
H -3.312 -5.620 2.339
H -2.459 -4.596 4.454
H -1.964 -2.175 4.471
H -1.716 -0.092 4.324
H -2.682 2.178 4.391
H -3.995 2.996 2.430
H -5.606 1.478 0.443
H -4.358 0.964 -0.699
H -4.400 2.641 -0.090
Se 3.001 1.946 4.359
P 2.366 2.566 2.472
C 1.290 4.027 2.597
C 0.048 3.837 3.194
C -0.763 4.920 3.484
C -0.326 6.210 3.209
C 0.915 6.406 2.626
C 1.716 5.319 2.305
C 3.745 3.029 1.403
C 4.642 3.988 1.884
C 5.753 4.332 1.137
C 5.997 3.703 -0.080
C 5.135 2.723 -0.538
C 4.010 2.384 0.204
C 1.371 1.264 1.602
C 0.613 1.029 0.438
N 0.104 -0.216 0.602
N 0.506 -0.721 1.748
N 1.253 0.145 2.365
P 0.095 1.709 -1.155
Se -1.166 0.180 -2.096
C 1.437 2.073 -2.302
C 2.498 1.186 -2.459
C 3.417 1.374 -3.476
C 3.288 2.457 -4.336
C 2.241 3.352 -4.175
C 1.310 3.162 -3.165
C -0.796 3.257 -1.002
C -2.083 3.385 -1.513
C -2.704 4.626 -1.511
C -2.031 5.733 -1.019
C -0.737 5.608 -0.529
C -0.115 4.372 -0.518
H -0.257 2.834 3.459
H -1.726 4.769 3.954
H -0.950 7.059 3.460
H 1.265 7.410 2.420
H 2.678 5.488 1.840
H 4.483 4.433 2.858
H 6.444 5.075 1.513
H 6.875 3.964 -0.656
H 5.341 2.207 -1.467
H 3.359 1.590 -0.134
H 2.607 0.352 -1.785
H 4.233 0.672 -3.588
H 4.009 2.607 -5.129
H 2.140 4.197 -4.842
H 0.486 3.854 -3.063
H -2.593 2.520 -1.917
H -3.705 4.727 -1.908
H -2.511 6.703 -1.029
H -0.210 6.476 -0.165
H 0.908 4.284 -0.173
C 2.058 -5.827 -0.853
N 1.881 -4.598 -0.103
C 2.916 -4.419 0.902
C 0.587 -4.414 0.495
C -0.637 -4.834 -0.300
C -1.135 -6.046 0.038
C -2.425 -6.598 -0.290
C -3.533 -5.851 -0.335
C -3.489 -4.363 -0.101
C -1.335 -3.890 -1.189
H 3.032 -5.790 -1.340
H 1.295 -5.919 -1.624
H 2.024 -6.727 -0.219
H 3.896 -4.461 0.430
H 2.864 -5.192 1.684
H 2.806 -3.441 1.376
H 0.481 -3.347 0.810
H 0.533 -4.937 1.464
H -0.510 -6.662 0.677
H -2.504 -7.672 -0.411
H -4.483 -6.289 -0.614
H -4.504 -3.959 -0.125
S 3.777 -2.588 -1.980
C 2.382 -2.237 -1.310
N 1.367 -1.789 -0.878
*
```



Entry 4:
Entry from OMol25: a molecular structure, C19H22BrCl2NO3 (wB97M-V/def2-TZVPD).

Properties
gap between HOMO and LUMO: 0.28838 Ha
E: -4511.5176 hartree
E_LUMO: -0.011 Ha

ORCA input file:
```
! RIJCOSX wB97M-V def2-TZVPD def2/J DEFGRID3
* xyz 0 1
C 0.393 -2.777 -2.340
H 0.178 -3.434 -3.244
O -0.617 -2.576 -1.603
C -0.610 -1.936 -0.483
C 0.505 -1.397 -0.230
C 0.461 -0.546 1.136
C -0.697 -0.509 2.056
C -1.773 -1.039 1.387
C -1.870 -1.797 0.258
O -2.933 -2.545 0.050
C -3.717 -1.864 -1.091
C -4.379 -0.612 -0.972
C -5.463 -0.801 -0.302
C -6.024 0.686 0.181
C -5.391 1.748 -0.333
C -4.244 1.682 -0.755
C -3.594 0.318 -1.149
Cl -2.155 0.415 -1.960
H -3.552 2.729 -1.213
Cl -6.085 3.343 0.319
H -7.027 0.641 0.587
H -6.103 -1.436 0.254
H -2.989 -1.936 -1.914
H -4.500 -2.763 -1.093
Br -3.310 -0.792 2.345
H -0.521 0.224 2.787
C 1.797 0.073 1.456
N 2.486 0.908 0.231
H 1.769 1.395 -0.074
C 3.829 1.257 0.459
C 4.149 2.054 -1.007
H 5.171 2.129 -1.132
H 3.616 2.911 -1.069
H 3.861 1.135 -1.787
C 3.896 2.275 1.514
H 3.913 2.078 2.530
H 3.158 3.084 1.257
H 4.876 2.888 1.693
C 4.754 0.165 0.646
O 6.009 0.627 0.694
H 6.366 1.041 1.479
H 4.507 -0.537 0.067
H 4.442 -0.412 1.615
H 2.401 -0.600 1.978
H 1.445 1.112 2.115
H 1.530 -1.317 -0.690
H 0.719 -1.912 -2.783
H 1.324 -3.379 -1.870
*
```



Relative energy (zero: lowest compared OMol25 entry of this formula, charge and spin)? In order: 2.480, 0.000, 3.387, 14.977 eV.